Record 1
DFT (the ωB97M-V functional and the def2-TZVPD basis) results for C60H70CrN3O3 as an isolated structure.

Structure (ORCA input):
```
! RIJCOSX wB97M-V def2-TZVPD def2/J DEFGRID3
* xyz 2 4
C -5.925 -0.488 -0.727
C -5.640 0.211 0.610
C -6.442 1.516 0.710
C -4.144 0.419 0.827
C -3.493 1.562 0.367
C -2.119 1.725 0.527
C -1.404 2.874 -0.171
C -2.260 4.140 -0.255
C -0.864 2.459 -1.539
C -1.378 0.774 1.281
C 0.080 0.916 1.407
N 0.764 1.825 2.222
C 0.199 3.066 2.717
C 0.637 4.319 2.244
C 1.959 4.558 1.505
C 2.999 5.171 2.448
C 1.783 5.379 0.230
C -0.198 5.421 2.482
C -1.435 5.268 3.103
C -1.798 4.042 3.659
C -0.927 2.960 3.557
C -1.086 1.703 4.382
C -2.512 1.473 4.862
C -0.036 1.632 5.489
N 2.104 1.681 2.047
N 2.261 0.712 1.108
C 3.571 0.351 0.607
C 4.015 0.896 -0.610
C 3.166 1.888 -1.418
C 2.728 1.291 -2.756
C 3.911 3.213 -1.597
C 5.291 0.570 -1.082
C 6.141 -0.223 -0.322
C 5.705 -0.728 0.902
C 4.434 -0.429 1.392
C 4.061 -0.946 2.783
C 2.741 -1.716 2.831
C 4.121 0.179 3.819
C 1.016 0.302 0.612
C 0.747 -0.562 -0.465
C -2.061 -0.371 1.815
C -1.384 -1.341 2.785
C -0.634 -2.464 2.087
C -2.374 -1.924 3.805
C -3.395 -0.572 1.459
H -5.367 -1.429 -0.810
H -6.995 -0.710 -0.818
H -5.635 0.160 -1.566
H -5.980 -0.461 1.413
H -6.184 2.065 1.624
H -6.241 2.161 -0.153
H -7.515 1.297 0.728
H -4.067 2.328 -0.157
H -0.545 3.120 0.470
H -2.768 4.325 0.700
H -1.633 5.016 -0.469
H -3.012 4.051 -1.051
H -0.311 1.512 -1.474
H -1.698 2.322 -2.247
H -0.183 3.224 -1.940
H 2.343 3.576 1.205
H 3.156 4.515 3.313
H 3.958 5.288 1.930
H 2.665 6.153 2.811
H 1.049 4.916 -0.445
H 1.442 6.399 0.455
H 2.738 5.444 -0.307
H 0.125 6.409 2.148
H -2.105 6.122 3.199
H -2.746 3.924 4.186
H -0.857 0.895 3.686
H -3.205 1.456 4.007
H -2.587 0.513 5.385
H -2.828 2.264 5.553
H 0.973 1.765 5.074
H -0.207 2.435 6.218
H -0.075 0.663 6.001
H 2.267 2.081 -0.818
H 2.138 0.379 -2.593
H 2.113 2.008 -3.316
H 3.607 1.032 -3.364
H 4.178 3.637 -0.618
H 4.839 3.070 -2.169
H 3.287 3.944 -2.126
H 5.619 0.990 -2.037
H 7.147 -0.443 -0.680
H 6.373 -1.350 1.504
H 4.858 -1.661 3.031
H 2.616 -2.358 1.949
H 2.713 -2.357 3.723
H 1.890 -1.026 2.892
H 5.134 0.594 3.876
H 3.447 0.996 3.541
H 3.836 -0.187 4.811
H 1.593 -1.063 -0.936
H -0.310 -0.860 -0.445
H -0.629 -0.769 3.349
H -0.006 -2.080 1.276
H 0.021 -2.997 2.791
H -1.335 -3.181 1.647
H -3.044 -1.150 4.200
H -2.984 -2.718 3.353
H -1.826 -2.355 4.652
H -3.897 -1.511 1.723
O -0.101 -8.333 -5.499
C -0.056 -7.220 -5.843
Cr -0.358 -5.399 -6.322
C -1.319 -5.371 -4.688
O -1.996 -5.615 -3.770
C -1.999 -6.124 -6.976
O -3.002 -6.679 -7.182
C 0.538 -4.932 -8.210
C 1.529 -5.321 -7.300
C 1.644 -4.679 -6.052
C 0.900 -3.512 -5.765
C 1.069 -2.747 -4.540
C 0.716 -2.148 -3.515
C 0.052 -1.685 -2.372
C -0.511 -2.804 -1.604
C -1.892 -2.910 -1.304
C -2.346 -3.983 -0.536
C -1.447 -4.966 -0.079
C -0.078 -4.846 -0.357
C 0.378 -3.786 -1.140
C -0.226 -3.285 -6.596
C -0.353 -3.908 -7.845
H 0.431 -5.453 -9.166
H 2.191 -6.155 -7.539
H 2.356 -5.052 -5.309
H -0.531 -0.764 -2.489
H -2.585 -2.163 -1.708
H -3.413 -4.055 -0.299
H -1.805 -5.802 0.525
H 0.643 -5.572 0.029
H 1.439 -3.686 -1.405
H -0.971 -2.554 -6.268
H -1.171 -3.608 -8.500
*
```

Calculated values
Energy ... -102372.0078 eV
⟨S²⟩ ... 3.82
LUMO (spin up / spin down) ... -5.3 / -7.2 eV
HOMO-LUMO gap (spin up / spin down) ... 7.060 / 5.643 eV
Highest occupied orbital energy (spin up / spin down) ... -12.3 / -12.9 eV

Record 2
DFT (the ωB97M-V functional and the def2-TZVPD basis) results for C37H52GeN8O4ScSi as an isolated structure.

Structure (ORCA input):
```
! RIJCOSX wB97M-V def2-TZVPD def2/J DEFGRID3
* xyz 2 2
Sc -0.125 0.029 1.774
C -1.594 -3.479 3.369
C -0.208 -2.893 3.619
C 0.822 -3.554 2.706
C 0.187 -3.092 5.082
O -0.228 -1.487 3.317
Ge -0.188 -0.014 4.619
O 1.174 0.643 3.313
C 2.245 1.541 3.660
C 2.168 1.925 5.134
C 3.573 0.834 3.394
C 2.088 2.792 2.794
O -1.394 0.840 3.243
C -2.667 1.446 3.529
C -3.000 1.288 5.010
C -3.724 0.739 2.682
C -2.588 2.933 3.186
H -1.569 -4.565 3.468
H -1.928 -3.216 2.367
H -2.310 -3.082 4.092
H 0.997 -4.586 3.008
H 1.768 -3.008 2.755
H 0.449 -3.546 1.680
H 0.218 -4.153 5.321
H -0.542 -2.614 5.740
H 1.173 -2.659 5.269
H 2.250 1.036 5.762
H 1.220 2.422 5.355
H 2.981 2.602 5.392
H 3.714 0.027 4.115
H 4.406 1.531 3.487
H 3.591 0.404 2.394
H 1.190 3.337 3.093
H 1.994 2.508 1.742
H 2.951 3.450 2.898
H -3.082 0.230 5.272
H -3.946 1.777 5.235
H -2.225 1.748 5.629
H -3.640 -0.339 2.827
H -3.583 0.961 1.623
H -4.727 1.056 2.969
H -1.826 3.414 3.804
H -3.545 3.416 3.379
H -2.332 3.073 2.136
C 3.387 -2.553 -2.031
N 2.903 -1.596 -1.055
C 1.846 -1.688 -0.252
N 1.683 -0.542 0.392
C 2.704 0.234 -0.080
N 3.459 -0.371 -0.956
C 2.704 -2.397 -3.381
C 2.566 -3.488 -4.243
C 2.024 -3.335 -5.518
C 1.613 -2.096 -5.958
C 1.716 -1.004 -5.083
C 2.262 -1.159 -3.798
C 1.320 0.302 -5.490
N 1.251 0.794 -6.723
N 0.973 2.082 -6.617
C 0.820 2.347 -5.323
O 1.036 1.249 -4.565
C 0.443 3.583 -4.718
C 0.737 4.797 -5.354
C 0.392 5.975 -4.727
C -0.278 5.949 -3.507
C -0.618 4.740 -2.894
C -1.455 4.743 -1.627
N -1.374 3.491 -0.901
C -0.499 3.081 0.017
N -0.741 1.814 0.322
C -1.809 1.492 -0.480
N -2.213 2.487 -1.222
C -0.238 3.557 -3.491
H 3.245 -3.560 -1.643
H 4.455 -2.369 -2.141
H 1.214 -2.557 -0.165
H 2.888 1.252 0.221
H 2.902 -4.468 -3.927
H 1.936 -4.194 -6.170
H 1.209 -1.957 -6.952
H 2.370 -0.290 -3.163
H 1.243 4.796 -6.311
H 0.635 6.923 -5.187
H -0.559 6.884 -3.037
H -2.504 4.861 -1.897
H -1.168 5.567 -0.975
H 0.264 3.709 0.449
H -2.272 0.518 -0.502
H -0.494 2.600 -3.053
C -1.760 -2.477 -3.344
Si -2.121 -3.375 -1.729
C -3.949 -3.712 -1.456
C -1.020 -4.885 -1.504
C -1.642 -2.190 -0.358
C -1.244 -1.440 0.523
H -2.047 -3.093 -4.201
H -0.697 -2.242 -3.446
H -2.323 -1.544 -3.406
H -4.328 -4.405 -2.212
H -4.525 -2.789 -1.525
H -4.125 -4.154 -0.476
H -1.315 -5.682 -2.191
H -1.094 -5.281 -0.491
H 0.028 -4.649 -1.708
*
```

Calculated values
Energy ... -144408.0730 eV
⟨S²⟩ ... 0.78
Energy above the lowest of the compared OMol25 structures with the same formula, charge and spin ... 0.0 kcal per mole
LUMO (spin up / spin down) ... -6.1 / -9.5 eV
HOMO-LUMO gap (spin up / spin down) ... 7.232 / 3.825 eV
Highest occupied orbital energy (spin up / spin down) ... -13.3 / -13.3 eV

Record 3
DFT (the ωB97M-V functional and the def2-TZVPD basis) results for a single C5H10O2 molecule.

Structure (ORCA input):
```
! RIJCOSX wB97M-V def2-TZVPD def2/J DEFGRID3
* xyz 0 1
C -1.454 1.412 0.382
O -0.367 0.691 0.982
C 0.323 -0.216 0.085
C -0.650 -1.147 -0.624
C 1.415 -1.041 0.789
C 1.024 0.834 -0.755
O 0.688 1.207 -1.853
H -1.268 1.692 -0.666
H -1.591 2.340 0.948
H -2.384 0.833 0.421
H -1.306 -0.617 -1.317
H -1.258 -1.637 0.146
H -0.123 -1.929 -1.182
H 1.047 -2.003 1.163
H 2.190 -1.274 0.041
H 1.901 -0.498 1.603
H 1.812 1.353 -0.162
*
```

Calculated values
Energy ... -9441.1396 eV
Energy above the lowest of the compared OMol25 structures with the same formula, charge and spin ... 43.9 kcal per mole
LUMO ... 0.9 eV
HOMO-LUMO gap ... 10.401 eV
Highest occupied orbital energy ... -9.5 eV

Record 4
DFT (the ωB97M-V functional and the def2-TZVPD basis) results for a 2-piece molecular cluster, C10H16 overall.

Structure (ORCA input):
```
! RIJCOSX wB97M-V def2-TZVPD def2/J DEFGRID3
* xyz 0 1
C -0.660 1.620 -0.034
C 0.029 0.281 -0.535
C 1.430 0.247 0.107
C 1.706 -0.591 1.162
C 2.921 -0.422 1.835
C 3.816 0.541 1.442
C 3.546 1.335 0.325
C 2.322 1.253 -0.323
H 0.077 2.331 0.312
H -1.397 1.372 0.722
H -1.173 2.082 -0.883
H -0.657 -0.505 -0.226
H 0.066 0.251 -1.621
H 1.078 -1.432 1.407
H 3.109 -1.142 2.624
H 4.745 0.680 1.973
H 4.193 2.173 0.088
H 1.977 1.973 -1.048
C -3.435 -1.170 -1.604
C -3.385 -1.840 -0.213
H -3.862 -1.905 -2.286
H -3.976 -0.232 -1.708
H -2.415 -0.952 -1.929
H -4.313 -1.703 0.341
H -3.108 -2.880 -0.349
H -2.635 -1.363 0.422
*
```

Calculated values
Energy ... -10629.0710 eV
Energy above the lowest of the compared OMol25 structures with the same formula, charge and spin ... 15.5 kcal per mole
LUMO ... 1.0 eV
HOMO-LUMO gap ... 10.006 eV
Highest occupied orbital energy ... -9.0 eV